[1]
DFT (the ωB97M-V functional and the def2-TZVPD basis) results for a 2-piece molecular cluster, C2H12N4 overall at a distorted geometry.

Last column: natural (NBO) charge in e.
Element x y z (Å)
1 N -3.32815 0.73337 -0.63907  -0.876
2 C -1.99090 0.29352 -0.32866  -0.059
3 N -1.21052 0.12774 -1.57172  -0.852
4 H -3.45882 1.73093 -0.69268  0.358
5 H -4.14654 0.42676 -0.13849  0.372
6 H -1.88937 -0.68631 0.14372  0.193
7 H -1.51969 1.05120 0.30247  0.156
8 H -0.64001 0.94792 -1.72375  0.345
9 H -1.80230 0.03741 -2.37671  0.367
10 N 3.37669 -0.42096 0.38413  -0.860
11 C 1.93615 -0.73456 0.51350  -0.058
12 N 1.30940 -0.36775 1.77458  -0.857
13 H 3.91684 -1.26125 0.49359  0.357
14 H 3.46902 -0.00034 -0.52801  0.361
15 H 1.82486 -1.79523 0.31726  0.156
16 H 1.39190 -0.20774 -0.27543  0.180
17 H 0.82201 0.51132 1.78797  0.357
18 H 1.93945 -0.38605 2.55729  0.361

Forces on atoms 1 to 6 (eV/Å):
N -1.217 0.068 -0.309
C 0.318 -0.014 -0.707
N 0.849 0.584 0.554
H 0.568 0.202 -0.122
H 0.409 -0.757 0.395
H -0.894 0.281 0.428

For the energy relative to the best compared isomer or geometry (same formula, charge and spin), the calculation gives 11.8 kcal/mol. The value obtained for the HOMO energy is -8.90 eV. As for the SMILES: NCN.NCN. For the HOMO-LUMO gap, the calculation gives 9.9046 eV. Its energy is -8228.255 eV.

[2]
DFT (the ωB97M-V functional and the def2-TZVPD basis) results for one molecule with the formula C9H18O4Si at a distorted geometry.

Last column: natural (NBO) charge in e.
Element x y z (Å)
1 C 1.19720 1.92671 0.53414  -0.272
2 O 1.49018 1.02348 -0.56672  -0.924
3 Si 0.87846 -0.58995 -0.63013  2.321
4 O 1.31068 -1.31761 -2.14954  -0.887
5 C 2.62897 -1.12818 -2.55034  -0.251
6 O 1.45006 -1.55904 0.58302  -0.909
7 C 2.51280 -0.97346 1.25749  -0.259
8 C -1.01648 -0.69561 -0.70971  -0.722
9 C -1.65842 0.59645 -1.11081  -0.396
10 C -2.92335 1.04514 -0.17883  -0.436
11 C -2.48925 1.04963 1.31188  0.063
12 O -1.10582 0.96584 1.62493  -0.536
13 C -1.73614 -0.27664 1.76408  0.069
14 C -1.50495 -1.28822 0.67552  -0.444
15 H 2.22780 2.29065 0.73604  0.175
16 H 0.55020 2.77231 0.36445  0.187
17 H 0.78464 1.51235 1.54047  0.214
18 H 2.79117 -0.03666 -2.61453  0.173
19 H 2.68838 -1.53812 -3.56092  0.185
20 H 3.28461 -1.59533 -1.82660  0.164
21 H 2.88437 -0.16495 0.64418  0.180
22 H 2.08056 -0.45500 2.16131  0.175
23 H 3.29369 -1.78738 1.43198  0.189
24 H -1.18937 -1.47477 -1.38383  0.249
25 H -2.05113 0.63067 -2.14594  0.221
26 H -0.90409 1.40036 -1.03767  0.215
27 H -3.34178 2.06513 -0.32878  0.212
28 H -3.79098 0.41568 -0.16197  0.209
29 H -3.11143 1.72251 1.97139  0.193
30 H -1.92486 -0.62142 2.84546  0.195
31 H -2.44871 -1.79910 0.55878  0.210
32 H -0.85698 -2.11546 0.95121  0.236

Forces on atoms 1 to 6 (eV/Å):
C 2.134 -0.667 2.203
O -1.886 -1.785 0.296
Si -0.770 0.122 -2.331
O -1.637 1.203 2.622
C -0.093 0.923 -0.743
O -1.103 0.243 -1.224

For the energy relative to the best compared isomer or geometry (same formula, charge and spin), the calculation gives 0.0 kcal/mol. The value obtained for the HOMO energy is -9.43 eV. As for the SMILES: CO[Si](OC)(OC)[C@@H]1CC[C@@H]2O[C@@H]2C1. For the HOMO-LUMO gap, the calculation gives 10.3254 eV. Its energy is -25692.546 eV.

[3]
DFT (the ωB97M-V functional and the def2-TZVPD basis) results for a 2-piece molecular cluster, C6H10ClNO2 overall at a distorted geometry.

Last column: natural (NBO) charge in e.
Element x y z (Å)
1 C -1.80538 -0.76547 -0.11618  0.757
2 C -0.69636 1.06877 1.24203  -0.401
3 C 0.46364 0.15401 1.70993  -0.474
4 C -0.91159 0.48454 -0.16366  -0.143
5 C 1.24596 -0.08519 0.42229  0.215
6 C 0.70359 -0.11919 -2.01027  -0.427
7 N 0.39307 0.08927 -0.59793  -0.500
8 O -1.32336 -1.83319 -0.60735  -0.647
9 O -2.81548 -0.72200 0.50026  -0.579
10 Cl 2.38744 -1.30055 0.28237  0.058
11 H -1.67025 1.02740 1.73820  0.257
12 H -0.39385 2.06837 1.10911  0.224
13 H 1.06641 0.52913 2.69274  0.268
14 H 0.11669 -0.86130 1.88874  0.213
15 H -1.50163 1.19263 -0.87047  0.242
16 H 2.73622 1.41851 0.48847  -0.235
17 H 1.12101 -1.19062 -2.04648  0.210
18 H -0.24995 -0.13068 -2.58975  0.228
19 H 1.44393 0.63533 -2.37446  0.237
20 H -0.31011 -1.65975 -0.69762  0.498

Forces on atoms 1 to 6 (eV/Å):
C 0.167 2.612 1.958
C -0.331 -1.797 -0.773
C 1.130 0.764 1.931
C -1.771 1.111 -1.033
C 1.529 3.847 1.045
C 0.401 -1.456 0.148

For the energy relative to the best compared isomer or geometry (same formula, charge and spin), the calculation gives 95.0 kcal/mol. The value obtained for the HOMO energy (alpha / beta) is -7.55 / -8.06 eV. For the HOMO-LUMO gap (alpha / beta), the calculation gives 7.5894 / 8.2499 eV. Its energy is -24487.663 eV.

[4]
DFT (the ωB97M-V functional and the def2-TZVPD basis) results for C14H7Br4Cl2MgO4S as an isolated structure.

Last column: natural (NBO) charge in e.
Element x y z (Å)
1 Mg 0.05901 -0.74516 -0.56832  1.702
2 Br 0.09177 2.69685 5.22022  0.056
3 C -0.40447 1.54995 3.79967  -0.169
4 C -1.70625 1.10418 3.67462  -0.167
5 Br -3.03173 1.62364 4.92067  0.055
6 C -2.04635 0.25638 2.60989  -0.221
7 Br -3.81796 -0.35101 2.34330  0.048
8 C -1.10686 -0.18144 1.68334  0.314
9 O -1.40736 -0.93947 0.65066  -0.952
10 C 0.25635 0.28715 1.81079  0.233
11 O 1.11899 -0.06961 0.89000  -0.930
12 C 0.55742 1.14990 2.86067  -0.188
13 Br 2.34710 1.75676 2.94213  0.049
14 Cl -0.89120 2.18741 -0.60232  0.011
15 C -1.02577 2.23421 -2.35837  -0.400
16 Cl -1.33497 0.61519 -3.02255  -0.025
17 H -0.08819 2.58596 -2.77110  0.225
18 H -1.85410 2.87489 -2.63400  0.222
19 O 4.86978 -7.28876 -0.89159  -0.682
20 C 4.06452 -6.56885 -0.06268  0.768
21 O 3.95151 -6.90973 1.08208  -0.577
22 C 3.36719 -5.40240 -0.66661  -0.182
23 C 2.82189 -4.44574 0.18741  -0.150
24 C 2.17707 -3.33206 -0.31549  -0.258
25 C 2.02935 -3.14075 -1.69442  -0.099
26 S 1.22139 -1.75343 -2.41214  -0.568
27 C 2.57021 -4.11200 -2.54557  -0.251
28 C 3.22680 -5.21777 -2.04193  -0.208
29 H 4.94022 -6.83081 -1.73782  0.479
30 H 2.92290 -4.58205 1.25573  0.234
31 H 1.80738 -2.59104 0.38465  0.226
32 H 2.45570 -3.99150 -3.61499  0.216
33 H 3.58995 -5.95410 -2.75268  0.190

Forces on atoms 1 to 6 (eV/Å):
Mg 0.321 -0.317 -0.118
Br -0.002 0.007 0.011
C 0.063 0.016 0.011
C -0.062 -0.040 -0.008
Br -0.003 0.010 0.009
C 0.007 -0.108 0.007

For the energy relative to the best compared isomer or geometry (same formula, charge and spin), the calculation gives 0.0 kcal/mol. The value obtained for the HOMO energy is -4.64 eV. The total charge is -1. For the HOMO-LUMO gap, the calculation gives 6.7944 eV. Its energy is -344322.720 eV.

[5]
DFT (the ωB97M-V functional and the def2-TZVPD basis) results for an isolated ion of composition C5H6N and charge +1 at a distorted geometry.

Last column: natural (NBO) charge in e.
Element x y z (Å)
1 C -1.08834 0.33328 0.63620  0.367
2 C 0.21907 0.23397 0.42768  -0.081
3 C -2.18655 0.54891 1.19696  -0.409
4 C 0.68388 -1.32854 -1.67261  -0.077
5 C 1.47416 0.81417 0.38589  -0.168
6 N 0.32368 -1.28935 -0.49898  -0.244
7 H -1.84886 0.98226 2.14100  0.328
8 H -3.23867 0.49005 0.96347  0.312
9 H 0.68312 -0.45810 -2.45780  0.228
10 H 0.96903 -2.34689 -1.96087  0.266
11 H 1.79874 1.48392 1.17723  0.243
12 H 2.21075 0.53631 -0.33817  0.234

Forces on atoms 1 to 6 (eV/Å):
C 2.050 0.165 0.560
C 3.146 -1.108 -3.689
C -1.795 0.264 0.242
C -0.091 1.860 -2.656
C -2.606 -0.210 1.052
N -0.557 0.741 3.293

For the energy relative to the best compared isomer or geometry (same formula, charge and spin), the calculation gives 148.8 kcal/mol. The value obtained for the HOMO energy (alpha / beta) is -14.39 / -14.39 eV. The total charge is +1. For the HOMO-LUMO gap (alpha / beta), the calculation gives 7.5221 / 7.5202 eV. Its energy is -6758.726 eV.

[6]
DFT (the ωB97M-V functional and the def2-TZVPD basis) results for a 2-piece molecular cluster, C4H11NO overall at a distorted geometry.

Last column: natural (NBO) charge in e.
Element x y z (Å)
1 C -2.05463 -0.35454 0.07348  -0.517
2 C -0.72082 -0.26978 -0.03944  0.207
3 C 0.10654 -1.29029 -0.79316  -0.662
4 N -0.00879 0.60827 0.79726  -0.645
5 C 1.19147 0.14834 1.50131  -0.423
6 H -2.70878 -0.85441 -0.62610  0.205
7 H -2.55707 0.24488 0.82512  0.185
8 H 0.22088 -2.19104 -0.19140  0.222
9 H 1.07184 -0.88966 -1.07913  0.223
10 H -0.45903 -1.58858 -1.67551  0.233
11 H -0.57677 1.19113 1.41261  0.379
12 H 1.83332 -0.42453 0.83762  0.208
13 H 0.96398 -0.39459 2.41415  0.187
14 H 1.86159 1.00059 1.65883  0.203
15 O 0.90074 1.58761 -1.98214  -0.945
16 H 0.00079 1.97699 -2.09402  0.468
17 H 0.93475 1.49963 -1.03948  0.473

Forces on atoms 1 to 6 (eV/Å):
C -0.073 0.692 -0.346
C -0.265 -1.040 1.373
C -0.696 0.480 -0.240
N 0.615 0.259 0.069
C 0.445 0.669 -0.854
H 0.271 -0.315 -0.020

For the energy relative to the best compared isomer or geometry (same formula, charge and spin), the calculation gives 33.1 kcal/mol. The value obtained for the HOMO energy is -8.27 eV. As for the SMILES: C=C(C)NC.O. For the HOMO-LUMO gap, the calculation gives 9.1703 eV. Its energy is -7863.116 eV.